This record from the OMol25 dataset describes a molecular structure, C2H3NO4 at a distorted geometry. The level of theory is wB97M-V/def2-TZVPD.

Geometry as ORCA input:
```
! wB97M-V def2-TZVPD RIJCOSX def2/J DEFGRID3
* xyz 0 1
C 0.459 0.092 0.754
C 0.322 0.704 -0.450
N -0.094 -1.164 1.039
O -0.990 -1.656 0.395
O 0.382 -1.646 2.090
O 0.839 1.771 -0.884
O -1.163 0.258 -1.553
H 1.281 0.250 1.577
H 0.515 1.991 -1.775
H -1.551 -0.600 -1.193
*
```

Computed properties:
Gap between HOMO and LUMO, eV: 9.769
Largest force on an atom, Eh/bohr: 0.1131
Relative energy (zero: lowest compared OMol25 entry of this formula, charge and spin), kcal/mol: 158.3
HOMO energy, eV: -10.51
Total energy, eV: -11796.444


This record from the OMol25 dataset describes C2H3NOS2 in the gas phase at a distorted geometry. The level of theory is wB97M-V/def2-TZVPD.

Geometry as ORCA input:
```
! wB97M-V def2-TZVPD RIJCOSX def2/J DEFGRID3
* xyz 0 1
O 2.090 -0.071 0.065
C 1.036 -0.588 0.022
N -0.155 0.196 -0.005
S 0.126 1.921 -0.033
C -1.371 -0.429 -0.090
S -2.771 0.427 0.056
H 0.932 -1.628 -0.121
H 1.471 1.629 0.223
H -1.359 -1.457 -0.117
*
```

Computed properties:
Gap between HOMO and LUMO, eV: 8.709
Largest force on an atom, Eh/bohr: 0.0848
Relative energy (zero: lowest compared OMol25 entry of this formula, charge and spin), kcal/mol: 31.4
HOMO energy, eV: -8.97
Total energy, eV: -27329.414


This record from the OMol25 dataset describes C2H3NOS2 in the gas phase at a distorted geometry. The level of theory is wB97M-V/def2-TZVPD.

Geometry as ORCA input:
```
! wB97M-V def2-TZVPD RIJCOSX def2/J DEFGRID3
* xyz 0 1
N -0.309 1.108 0.832
C 0.136 -0.146 0.800
O 0.199 -0.951 1.707
C 0.544 -0.591 -0.642
S -0.185 -1.944 -1.551
S -0.437 0.060 -1.976
H -0.842 1.457 0.043
H -0.626 1.345 1.765
H 1.520 -0.337 -0.979
*
```

Computed properties:
Gap between HOMO and LUMO, eV: 8.564
Largest force on an atom, Eh/bohr: 0.0674
Relative energy (zero: lowest compared OMol25 entry of this formula, charge and spin), kcal/mol: 14.3
HOMO energy, eV: -8.76
Total energy, eV: -27330.157


This record from the OMol25 dataset describes C2H3NOS2 in the gas phase at a distorted geometry. The level of theory is wB97M-V/def2-TZVPD.

Geometry as ORCA input:
```
! wB97M-V def2-TZVPD RIJCOSX def2/J DEFGRID3
* xyz 0 1
O 1.475 -0.623 -0.238
N 0.200 -0.116 0.046
C 0.106 1.229 -0.199
S -1.406 1.992 -0.018
C -0.788 -1.061 0.134
S -2.442 -0.892 -0.146
H 2.171 -0.223 0.512
H 0.990 1.757 -0.322
H -0.307 -2.063 0.231
*
```

Computed properties:
Gap between HOMO and LUMO, eV: 6.729
Largest force on an atom, Eh/bohr: 0.1096
Relative energy (zero: lowest compared OMol25 entry of this formula, charge and spin), kcal/mol: 85.4
HOMO energy, eV: -7.77
Total energy, eV: -27327.076


This record from the OMol25 dataset describes C2H3NP2 in the gas phase at a distorted geometry. The level of theory is wB97M-V/def2-TZVPD.

Geometry as ORCA input:
```
! wB97M-V def2-TZVPD RIJCOSX def2/J DEFGRID3
* xyz 0 1
H 0.657 1.857 -0.952
P -0.593 1.806 -0.351
C -0.355 -0.020 0.193
P 1.160 -0.910 0.020
C -1.296 -0.524 1.090
N -2.281 -0.833 1.633
H 0.677 -1.375 -1.099
H 2.031 0.000 -0.535
*
```

Computed properties:
Gap between HOMO and LUMO (alpha / beta), eV: 7.520 / 7.452
Largest force on an atom, Eh/bohr: 0.1130
Relative energy (zero: lowest compared OMol25 entry of this formula, charge and spin), kcal/mol: 48.3
HOMO energy (alpha / beta), eV: -9.32 / -9.25
Total energy, eV: -22186.767


This record from the OMol25 dataset describes C2H3NS in the gas phase at a distorted geometry. The level of theory is wB97M-V/def2-TZVPD.

Geometry as ORCA input:
```
! wB97M-V def2-TZVPD RIJCOSX def2/J DEFGRID3
* xyz 0 1
C 0.868 -0.833 -0.045
N 0.850 0.161 0.758
C -0.748 0.706 0.094
S -0.772 -0.918 -0.709
H 1.609 -1.650 -0.346
H -1.483 0.990 0.861
H -0.324 1.543 -0.614
*
```

Computed properties:
Gap between HOMO and LUMO, eV: 9.536
Largest force on an atom, Eh/bohr: 0.0897
Relative energy (zero: lowest compared OMol25 entry of this formula, charge and spin), kcal/mol: 52.9
HOMO energy, eV: -9.00
Total energy, eV: -14445.173


This record from the OMol25 dataset describes C2H3NS in the gas phase at a distorted geometry. The level of theory is wB97M-V/def2-TZVPD.

Geometry as ORCA input:
```
! wB97M-V def2-TZVPD RIJCOSX def2/J DEFGRID3
* xyz 0 1
C 0.535 -0.381 -0.604
C 2.642 -0.908 0.427
N -0.295 -0.145 0.476
S 2.208 0.232 -0.638
H 0.249 -1.100 -1.345
H 0.066 0.556 1.112
H -1.271 -0.020 0.221
*
```

Computed properties:
Gap between HOMO and LUMO (alpha / beta), eV: 7.874 / 7.540
Largest force on an atom, Eh/bohr: 0.0249
Relative energy (zero: lowest compared OMol25 entry of this formula, charge and spin), kcal/mol: 117.8
HOMO energy (alpha / beta), eV: -7.74 / -7.38
Total energy, eV: -14442.361


This record from the OMol25 dataset describes C2H3NS in the gas phase at a distorted geometry. The level of theory is wB97M-V/def2-TZVPD.

Geometry as ORCA input:
```
! wB97M-V def2-TZVPD RIJCOSX def2/J DEFGRID3
* xyz 0 1
C -0.686 0.301 -0.033
C 1.269 0.356 -1.813
N -0.234 -0.443 0.957
S 0.711 1.505 -0.920
H -1.160 -0.263 -0.834
H 0.275 0.000 1.709
H -0.176 -1.456 0.934
*
```

Computed properties:
Gap between HOMO and LUMO, eV: 8.109
Largest force on an atom, Eh/bohr: 0.0218
Relative energy (zero: lowest compared OMol25 entry of this formula, charge and spin), kcal/mol: 105.6
HOMO energy, eV: -7.94
Total energy, eV: -14442.891


This record from the OMol25 dataset describes 2 unconnected molecules or ions with the total composition C2H3NS2 at a distorted geometry. The level of theory is wB97M-V/def2-TZVPD.

Geometry as ORCA input:
```
! wB97M-V def2-TZVPD RIJCOSX def2/J DEFGRID3
* xyz 0 1
C -2.372 -1.078 -0.181
C 0.990 0.192 -0.121
N -1.342 -0.653 0.106
S 0.530 1.765 0.171
S 2.503 -0.456 0.030
H -3.230 -1.669 -0.357
H -0.629 1.306 0.117
H 3.551 0.591 0.235
*
```

Computed properties:
Gap between HOMO and LUMO, eV: 8.465
Largest force on an atom, Eh/bohr: 0.0691
Relative energy (zero: lowest compared OMol25 entry of this formula, charge and spin), kcal/mol: 81.3
HOMO energy, eV: -7.94
Total energy, eV: -25279.045


This record from the OMol25 dataset describes 2 unconnected molecules or ions with the total composition C2H3NS2 at a distorted geometry. The level of theory is wB97M-V/def2-TZVPD.

Geometry as ORCA input:
```
! wB97M-V def2-TZVPD RIJCOSX def2/J DEFGRID3
* xyz 0 1
N -2.151 -0.215 -1.298
C -1.852 -0.594 -0.226
S -1.477 -0.698 1.264
H -2.310 -0.527 -2.267
C 1.881 0.575 0.479
S 2.592 -0.516 1.374
H 0.918 0.957 1.025
H 2.400 1.018 -0.351
*
```

Computed properties:
Gap between HOMO and LUMO, eV: 8.466
Largest force on an atom, Eh/bohr: 0.0645
Relative energy (zero: lowest compared OMol25 entry of this formula, charge and spin), kcal/mol: 31.4
HOMO energy, eV: -8.63
Total energy, eV: -25281.207


This record from the OMol25 dataset describes 2 unconnected molecules or ions with the total composition C2H3NS2 at a distorted geometry. The level of theory is wB97M-V/def2-TZVPD.

Geometry as ORCA input:
```
! wB97M-V def2-TZVPD RIJCOSX def2/J DEFGRID3
* xyz 0 1
N -2.553 0.214 -1.771
C -2.733 1.237 -1.206
S -2.845 2.512 -0.384
H -2.928 -0.417 -2.484
C 0.820 0.209 -2.562
S 2.136 0.192 -1.583
H 1.148 -0.029 -3.587
H -0.143 0.469 -2.144
*
```

Computed properties:
Gap between HOMO and LUMO, eV: 8.375
Largest force on an atom, Eh/bohr: 0.0574
Relative energy (zero: lowest compared OMol25 entry of this formula, charge and spin), kcal/mol: 28.5
HOMO energy, eV: -8.76
Total energy, eV: -25281.336


This record from the OMol25 dataset describes C2H3NS2 in the gas phase at a distorted geometry. The level of theory is wB97M-V/def2-TZVPD.

Geometry as ORCA input:
```
! wB97M-V def2-TZVPD RIJCOSX def2/J DEFGRID3
* xyz 0 1
S 2.823 -0.566 -0.140
C 1.217 -0.333 0.130
C 0.370 0.925 -0.245
N -0.896 0.705 0.018
S -1.738 -0.848 -0.224
H 0.641 -1.319 0.116
H 0.591 1.967 -0.361
H -3.008 -0.531 0.704
*
```

Computed properties:
Gap between HOMO and LUMO, eV: 7.310
Largest force on an atom, Eh/bohr: 0.1131
Relative energy (zero: lowest compared OMol25 entry of this formula, charge and spin), kcal/mol: 72.4
HOMO energy, eV: -8.65
Total energy, eV: -25279.431